Entry 1:
The following is a quantum chemistry calculation of a structure of composition C15H10F3N2PdS2Te, from OMol25.

Geometry (Å):
Pd: 2.697 -0.340 0.085
S: 5.002 -0.776 0.421
C: 4.390 -1.734 1.731
S: 2.749 -2.209 1.467
C: 5.111 -1.979 2.880
C: 4.564 -2.731 3.962
N: 4.131 -3.328 4.847
C: 6.455 -1.531 3.025
N: 7.548 -1.183 3.144
F: -6.708 0.453 -1.382
C: -6.212 0.017 -0.209
F: -6.707 0.835 0.748
F: -6.769 -1.194 0.020
C: -4.719 -0.035 -0.192
C: -3.973 0.347 -1.295
C: -2.589 0.291 -1.247
C: -1.924 -0.148 -0.098
C: -2.699 -0.533 1.008
C: -4.076 -0.477 0.961
C: -0.500 -0.201 -0.040
C: 0.715 -0.253 0.010
H: -4.469 0.689 -2.193
H: -2.005 0.585 -2.109
H: -2.192 -0.877 1.900
H: -4.657 -0.778 1.824
C: 1.263 2.881 -1.125
Te: 3.061 1.772 -1.319
C: 2.469 0.927 -3.175
H: 1.166 3.549 -1.979
H: 1.315 3.465 -0.209
H: 0.439 2.175 -1.061
H: 1.467 0.529 -3.038
H: 3.158 0.116 -3.398
H: 2.500 1.676 -3.962

Properties
HOMO-LUMO gap (eV): 7.0506
Total energy (eV): -59295.038
Charge: -1
E_HOMO (eV): -5.109
Lowest unoccupied orbital energy (eV): 1.9

***

Entry 2:
The following is a quantum chemistry calculation of a structure of composition C15H10N3OS5Ti in a non-equilibrium geometry, from OMol25.

Geometry (Å):
Ti: 0.414 -0.227 0.448
O: -2.220 2.948 0.008
C: -1.281 2.155 0.144
N: -1.291 0.951 0.712
C: -2.512 0.197 0.703
C: -2.414 -0.930 -0.313
C: -3.551 -1.607 -0.742
C: -3.438 -2.611 -1.685
C: -2.181 -2.930 -2.183
C: -1.094 -2.230 -1.696
N: -1.204 -1.254 -0.793
C: 0.043 2.490 -0.518
C: 0.295 3.784 -0.946
C: 1.413 4.048 -1.716
C: 2.237 2.984 -2.058
C: 1.926 1.722 -1.592
N: 0.856 1.461 -0.834
H: -3.373 0.822 0.438
H: -2.713 -0.248 1.684
H: -4.514 -1.331 -0.332
H: -4.319 -3.138 -2.029
H: -2.032 -3.708 -2.918
H: -0.089 -2.468 -2.023
H: -0.419 4.547 -0.670
H: 1.635 5.053 -2.050
H: 3.122 3.118 -2.665
H: 2.568 0.873 -1.804
S: 4.754 -3.406 -1.380
C: 3.780 -2.674 -0.249
S: 2.309 -3.365 0.314
C: 1.731 -2.023 1.298
C: 2.549 -0.903 1.293
S: 2.219 0.585 2.118
S: 4.003 -1.064 0.307
S: 0.229 -2.180 2.167

Properties
HOMO-LUMO gap (spin up / spin down) (eV): 5.5467 / 6.4345
Total energy (eV): -99531.236
Charge: -1
E_HOMO (spin up / spin down) (eV): -3.040 / -3.939
Multiplicity: 3
Lowest unoccupied orbital energy (spin up / spin down) (eV): 2.5 / 2.5

***

Entry 3:
The following is a quantum chemistry calculation of the molecule C15H10N4O in a non-equilibrium geometry, from OMol25.

Geometry (Å):
O: 1.099 -1.152 -1.869
C: 0.932 -0.512 -0.813
N: 0.927 0.848 -0.615
C: 1.010 1.865 -1.581
C: 0.991 1.620 -2.909
C: 1.633 2.567 -3.857
C: 1.918 3.895 -3.496
C: 1.776 4.212 -2.152
C: 1.361 3.186 -1.277
N: 0.841 1.024 0.725
C: 0.544 -0.117 1.325
C: -0.015 -0.428 2.598
C: -0.617 0.553 3.440
C: -1.266 0.063 4.547
C: -1.210 -1.247 4.950
C: -0.627 -2.198 4.115
C: -0.010 -1.799 2.914
C: 0.658 -2.801 2.031
N: 0.947 -2.439 0.788
N: 0.865 -1.134 0.467
H: 0.515 0.781 -3.416
H: 1.787 2.253 -4.907
H: 2.379 4.530 -4.219
H: 1.938 5.110 -1.748
H: 1.168 3.506 -0.260
H: -0.521 1.601 3.266
H: -1.802 0.770 5.158
H: -1.645 -1.627 5.881
H: -0.472 -3.273 4.397
H: 0.771 -3.785 2.392

Properties
HOMO-LUMO gap (eV): 7.7207
Total energy (eV): -23722.576
SMILES: O=c1n(-c2ccccc2)nc2c3ccccc3cnn12
Charge: 0
E_HOMO (eV): -7.971
Lowest unoccupied orbital energy (eV): -0.3

***

Entry 4:
The following is a quantum chemistry calculation of a structure of composition C15H11AuIN5O2, from OMol25.

Geometry (Å):
Au: 0.044 -1.692 -0.869
O: 1.576 0.645 2.078
C: 1.314 -0.214 1.258
N: 0.064 -0.564 0.853
C: -1.185 -0.216 1.323
O: -1.413 0.544 2.226
C: -2.301 -0.872 0.526
C: -3.608 -0.693 0.916
C: -4.622 -1.271 0.159
C: -4.292 -1.997 -0.971
C: -2.959 -2.137 -1.317
N: -1.988 -1.595 -0.576
C: 2.416 -0.918 0.490
C: 3.728 -0.756 0.869
C: 4.724 -1.371 0.115
C: 4.371 -2.106 -1.002
C: 3.032 -2.221 -1.339
N: 2.079 -1.649 -0.599
H: -3.808 -0.110 1.805
H: -5.656 -1.152 0.451
H: -5.050 -2.459 -1.587
H: -2.653 -2.700 -2.187
H: 3.949 -0.160 1.743
H: 5.763 -1.269 0.398
H: 5.115 -2.592 -1.616
H: 2.709 -2.785 -2.202
I: -0.746 6.300 -0.948
C: -0.359 4.415 -0.458
C: 0.059 3.929 0.809
N: 0.202 2.640 0.678
N: -0.089 2.173 -0.606
C: -0.425 3.235 -1.275
H: 0.239 4.450 1.737
H: 0.474 1.992 1.433
H: -0.705 3.176 -2.315

Properties
HOMO-LUMO gap (spin up / spin down) (eV): 8.6538 / 6.2580
Total energy (eV): -39054.545
Charge: +2
E_HOMO (spin up / spin down) (eV): -15.069 / -16.009
Multiplicity: 3
Lowest unoccupied orbital energy (spin up / spin down) (eV): -6.4 / -9.8

***

Entry 5:
The following is a quantum chemistry calculation of the molecule C15H11Cl3N4S in a non-equilibrium geometry, from OMol25.

Geometry (Å):
Cl: 3.000 -4.150 3.138
C: 1.926 -3.373 1.890
C: 0.464 -3.670 1.860
C: -0.202 -2.754 1.004
C: 0.596 -1.691 0.513
C: 0.080 -0.564 -0.243
C: 0.242 -0.699 -1.807
N: 1.325 -1.578 -2.200
C: 1.338 -2.908 -2.416
C: 2.545 -3.384 -2.641
N: 3.431 -2.356 -2.432
C: 2.716 -1.253 -2.383
N: -0.376 0.405 0.481
N: -0.662 1.613 -0.020
C: -1.372 2.563 0.665
C: -2.770 2.677 0.582
Cl: -3.741 1.539 -0.425
C: -3.431 3.810 1.045
C: -2.742 4.898 1.664
C: -1.410 4.763 1.926
C: -0.676 3.557 1.433
Cl: 1.054 3.592 1.430
S: 2.281 -2.013 0.821
H: 0.019 -4.333 2.475
H: -1.248 -2.942 0.678
H: -0.710 -1.091 -2.106
H: 0.392 0.258 -2.234
H: 0.478 -3.520 -2.437
H: 2.740 -4.406 -2.874
H: 3.161 -0.280 -2.302
H: 0.208 2.086 -0.386
H: -4.434 3.909 0.824
H: -3.270 5.772 2.027
H: -0.951 5.524 2.449

Properties
HOMO-LUMO gap (eV): 8.6235
Total energy (eV): -70092.248
SMILES: Clc1ccc(/C(Cn2ccnc2)=N/Nc2c(Cl)cccc2Cl)s1
Charge: 0
E_HOMO (eV): -8.369
Lowest unoccupied orbital energy (eV): 0.3

***

Entry 6:
The following is a quantum chemistry calculation of a cluster of 2 separate species, C15H11Cl4NO4S in total in a non-equilibrium geometry, from OMol25.

Geometry (Å):
Cl: -1.684 2.456 3.195
C: -0.732 1.059 2.975
C: -1.334 -0.188 2.831
Cl: -3.016 -0.400 2.958
C: -0.566 -1.380 2.495
O: -1.078 -2.505 2.436
C: 0.927 -1.188 2.213
O: 1.618 -2.096 1.721
C: 1.486 0.061 2.686
Cl: 3.187 0.128 2.700
C: 0.698 1.166 2.984
Cl: 1.431 2.680 3.313
C: 0.286 -4.291 0.601
S: 1.777 -5.295 0.504
C: 1.246 -6.149 -1.040
C: 2.902 -4.206 -0.151
C: 4.190 -3.968 0.363
C: 5.268 -3.485 -0.487
C: 6.481 -3.123 0.056
C: 6.686 -3.224 1.454
N: 7.786 -2.531 2.028
O: 7.909 -2.504 3.272
O: 8.579 -1.944 1.257
C: 5.691 -3.793 2.283
C: 4.485 -4.196 1.743
H: 0.389 -3.660 1.496
H: 0.235 -3.640 -0.284
H: -0.588 -4.948 0.648
H: 1.973 -6.944 -1.233
H: 0.250 -6.562 -0.847
H: 1.246 -5.427 -1.865
H: 2.564 -3.786 -1.115
H: 5.115 -3.480 -1.570
H: 7.279 -2.715 -0.561
H: 5.877 -3.875 3.352
H: 3.741 -4.697 2.363

Properties
HOMO-LUMO gap (eV): 3.5644
Total energy (eV): -86331.731
Charge: 0
E_HOMO (eV): -6.730
Lowest unoccupied orbital energy (eV): -3.2

***

Entry 7:
The following is a quantum chemistry calculation of a structure of composition C15H11F6I2LiN3O5S2 in a non-equilibrium geometry, from OMol25.

Geometry (Å):
Li: -0.227 0.588 0.501
I: 3.713 -4.093 4.603
C: 2.482 -2.558 3.835
C: 1.251 -2.295 4.411
C: 0.481 -1.274 3.893
I: -1.226 -0.634 4.929
C: 0.846 -0.516 2.737
O: 0.085 0.373 2.215
C: 2.170 -0.775 2.255
C: 2.722 0.101 1.165
N: 1.834 0.120 0.012
C: 2.446 0.618 -1.198
C: 1.426 0.715 -2.305
C: 1.791 0.984 -3.622
C: 0.804 1.022 -4.590
C: -0.512 0.789 -4.219
C: -0.783 0.547 -2.881
N: 0.164 0.513 -1.948
C: 2.953 -1.784 2.789
H: 0.897 -2.860 5.262
H: 3.730 -0.249 0.892
H: 2.808 1.131 1.530
H: 1.461 -0.812 -0.150
H: 3.286 -0.011 -1.539
H: 2.856 1.613 -0.997
H: 2.831 1.151 -3.876
H: 1.056 1.225 -5.624
H: -1.314 0.800 -4.946
H: -1.793 0.378 -2.533
H: 3.948 -1.955 2.398
F: -2.896 -1.770 -2.052
C: -3.195 -2.007 -0.766
F: -4.514 -1.855 -0.609
F: -2.879 -3.277 -0.500
S: -2.271 -0.905 0.413
O: -0.889 -1.192 0.114
O: -2.791 -1.275 1.683
N: -2.757 0.476 -0.164
S: -2.348 1.851 0.481
O: -2.885 2.127 1.769
O: -0.978 2.214 0.199
C: -3.277 2.969 -0.675
F: -2.959 4.235 -0.392
F: -2.950 2.730 -1.953
F: -4.599 2.830 -0.547

Properties
HOMO-LUMO gap (eV): 6.7759
Total energy (eV): -84826.891
Charge: -1
E_HOMO (eV): -4.446
Lowest unoccupied orbital energy (eV): 2.3

***

Entry 8:
The following is a quantum chemistry calculation of a structure of composition C15H11F6I2MgN3O5S2 in a non-equilibrium geometry, from OMol25.

Geometry (Å):
Mg: 0.258 0.244 -0.200
I: -1.424 -7.042 -1.375
C: -0.891 -5.020 -1.403
C: 0.332 -4.637 -1.935
C: 0.672 -3.295 -1.946
I: 2.555 -2.700 -2.622
C: -0.192 -2.291 -1.458
O: 0.111 -1.032 -1.486
C: -1.404 -2.731 -0.871
C: -2.287 -1.705 -0.215
N: -1.541 -0.932 0.804
C: -1.056 -1.739 1.922
C: 0.452 -1.897 1.914
C: 1.034 -2.982 2.550
C: 2.411 -3.084 2.599
C: 3.175 -2.087 2.013
C: 2.526 -1.045 1.387
N: 1.186 -0.941 1.325
C: -1.744 -4.076 -0.857
H: 1.017 -5.375 -2.330
H: -2.654 -0.990 -0.954
H: -3.148 -2.206 0.239
H: -2.130 -0.184 1.142
H: -1.334 -1.267 2.867
H: -1.504 -2.735 1.916
H: 0.400 -3.740 2.992
H: 2.883 -3.931 3.079
H: 4.255 -2.119 2.021
H: 3.100 -0.264 0.907
H: -2.681 -4.387 -0.410
F: -1.244 3.263 2.399
C: -1.255 3.905 1.240
F: -2.502 4.032 0.822
F: -0.693 5.087 1.381
S: -0.355 2.915 -0.018
O: -1.114 1.649 -0.014
O: -0.320 3.629 -1.255
N: 1.056 2.739 0.700
S: 2.265 2.267 -0.229
O: 3.455 2.091 0.531
O: 1.801 1.133 -1.049
C: 2.677 3.623 -1.463
F: 3.997 3.622 -1.589
F: 2.279 4.791 -0.990
F: 2.128 3.386 -2.632

Properties
HOMO-LUMO gap (eV): 7.6771
Total energy (eV): -90066.004
Charge: 0
E_HOMO (eV): -7.668
Lowest unoccupied orbital energy (eV): 0.0

***

Entry 9:
The following is a quantum chemistry calculation of a structure of composition C15H11HgN4O7Se, from OMol25.

Geometry (Å):
Hg: 0.001 -0.883 0.050
O: 2.482 1.125 2.358
C: 2.334 0.451 1.349
O: 1.716 -0.705 1.366
C: 2.903 0.958 0.032
C: 4.090 1.648 0.150
C: 4.777 2.185 -0.956
C: 4.184 2.076 -2.202
C: 2.953 1.413 -2.336
C: 2.283 0.781 -1.256
O: 1.186 0.104 -1.462
N: 2.390 1.406 -3.675
O: 3.112 1.771 -4.607
O: 1.258 0.980 -3.872
N: 5.999 2.829 -0.791
O: 6.573 3.332 -1.828
O: 6.513 2.916 0.387
H: 4.520 1.787 1.130
H: 4.661 2.515 -3.060
C: -4.882 1.430 0.390
C: -3.715 2.373 0.088
C: -2.429 1.736 0.373
N: -1.425 1.216 0.556
H: -5.827 1.951 0.246
H: -4.833 1.071 1.417
H: -4.852 0.563 -0.269
H: -3.779 3.286 0.680
H: -3.709 2.664 -0.963
Se: -2.118 -2.212 0.171
C: -1.590 -4.000 -0.150
C: -0.267 -4.421 -0.269
C: -0.004 -5.764 -0.481
N: -0.938 -6.712 -0.583
C: -2.200 -6.298 -0.472
C: -2.574 -4.983 -0.261
H: 0.548 -3.714 -0.194
H: 1.025 -6.099 -0.574
H: -2.961 -7.068 -0.558
H: -3.621 -4.718 -0.186

Properties
HOMO-LUMO gap (spin up / spin down) (eV): 2.6840 / 5.6107
Total energy (eV): -105543.161
Charge: -2
E_HOMO (spin up / spin down) (eV): 0.917 / -2.010
Multiplicity: 2
Lowest unoccupied orbital energy (spin up / spin down) (eV): 3.6 / 3.6

***

Entry 10:
The following is a quantum chemistry calculation of a structure of composition C15H11IrN2O2SSe2Te2, from OMol25.

Geometry (Å):
Ir: 0.035 -0.323 0.426
Se: 2.320 -0.727 -0.075
Te: 3.734 0.536 1.556
Te: 2.181 0.497 3.764
Se: -0.010 -0.095 2.875
O: -1.732 -2.207 0.229
S: -2.763 -1.246 -0.145
O: -3.930 -1.129 0.683
N: -1.911 0.096 -0.265
C: -2.415 1.388 -0.401
C: -3.706 1.751 -0.670
C: -4.043 3.120 -0.818
C: -3.111 4.106 -0.695
C: -1.765 3.757 -0.410
C: -0.724 4.705 -0.263
C: 0.544 4.289 0.011
C: 0.792 2.906 0.151
N: -0.149 2.009 0.022
C: -1.425 2.406 -0.262
C: -3.335 -1.640 -1.761
C: -4.502 -2.389 -1.872
C: -4.955 -2.746 -3.132
C: -4.254 -2.348 -4.264
C: -3.097 -1.593 -4.140
C: -2.627 -1.235 -2.885
H: -4.475 0.995 -0.757
H: -5.073 3.379 -1.031
H: -3.378 5.149 -0.808
H: -0.951 5.759 -0.371
H: 1.358 4.991 0.127
H: 1.784 2.536 0.382
H: -5.047 -2.674 -0.982
H: -5.860 -3.331 -3.231
H: -4.615 -2.625 -5.246
H: -2.557 -1.279 -5.024
H: -1.726 -0.645 -2.775

Properties
HOMO-LUMO gap (spin up / spin down) (eV): 6.5790 / 5.9559
Total energy (eV): -181761.501
Charge: 0
E_HOMO (spin up / spin down) (eV): -7.217 / -8.075
Multiplicity: 5
Lowest unoccupied orbital energy (spin up / spin down) (eV): -0.6 / -2.1

***

Entry 11:
The following is a quantum chemistry calculation of a cluster of 2 separate species, C15H11N6O8 in total in a non-equilibrium geometry, from OMol25.

Geometry (Å):
O: 0.555 6.637 -0.833
N: 1.171 5.585 -0.858
C: 0.829 4.248 -0.862
C: 2.017 3.502 -0.785
N: 3.107 4.325 -0.784
O: 2.575 5.594 -0.866
C: 1.947 2.047 -0.847
N: 3.146 1.217 -0.826
O: 4.120 1.538 -0.120
O: 3.137 0.181 -1.535
C: 0.687 1.432 -1.018
C: -0.467 2.230 -1.087
N: -1.824 1.896 -1.078
O: -2.418 0.827 -1.078
O: -2.540 3.109 -1.028
N: -1.690 4.197 -1.012
C: -0.442 3.642 -1.025
H: 0.582 0.355 -1.130
C: -3.197 -1.038 3.930
C: -2.557 -1.297 2.586
O: -1.798 -2.520 2.667
C: -1.443 -3.055 1.420
C: -0.035 -2.854 1.135
C: 0.515 -2.920 -0.150
C: -0.255 -2.928 -1.365
C: 0.411 -3.154 -2.576
N: 1.738 -3.288 -2.666
C: 2.487 -3.202 -1.565
C: 1.937 -2.985 -0.301
O: -2.266 -3.615 0.706
H: -3.665 -0.052 3.911
H: -3.976 -1.781 4.131
H: -2.460 -1.069 4.738
H: -3.333 -1.405 1.817
H: -1.878 -0.474 2.310
H: 0.615 -2.696 1.993
H: -1.330 -2.781 -1.335
H: -0.152 -3.239 -3.510
H: 3.569 -3.316 -1.672
H: 2.582 -2.897 0.568

Properties
HOMO-LUMO gap (eV): 2.8734
Total energy (eV): -41042.435
Charge: -1
E_HOMO (eV): -3.058
Lowest unoccupied orbital energy (eV): -0.2

***

Entry 12:
The following is a quantum chemistry calculation of the molecule C15H11NO in a non-equilibrium geometry, from OMol25.

Geometry (Å):
C: 1.496 -1.288 1.480
C: 1.691 -0.800 0.054
C: 3.079 -1.058 -0.271
N: 4.234 -1.101 -0.204
O: 0.834 -1.535 -0.853
C: -0.535 -1.356 -0.880
C: -1.353 -2.440 -1.031
C: -2.758 -2.496 -0.704
C: -3.289 -1.226 -0.409
C: -2.425 -0.069 -0.279
C: -1.111 -0.124 -0.494
C: -0.154 0.988 -0.297
C: -0.585 2.283 -0.245
C: 0.228 3.418 -0.066
C: 1.477 3.150 0.201
C: 1.972 1.817 0.293
C: 1.255 0.670 -0.040
H: 0.458 -1.592 1.589
H: 2.104 -2.145 1.750
H: 1.757 -0.588 2.330
H: -0.893 -3.387 -1.132
H: -3.405 -3.339 -0.847
H: -4.384 -1.051 -0.370
H: -3.125 0.821 -0.119
H: -1.617 2.503 -0.596
H: -0.101 4.372 -0.200
H: 2.183 3.862 0.570
H: 2.964 1.711 0.772

Properties
HOMO-LUMO gap (eV): 9.0724
Total energy (eV): -19268.935
SMILES: C[C@@]1(C#N)Oc2ccccc2-c2ccccc21
Charge: 0
E_HOMO (eV): -8.683
Lowest unoccupied orbital energy (eV): 0.4

***

Entry 13:
The following is a quantum chemistry calculation of a structure of composition C15H12AuBrN3S in a non-equilibrium geometry, from OMol25.

Geometry (Å):
Au: -0.839 -0.470 0.075
C: -0.247 5.013 -0.085
C: 0.477 3.699 -0.039
C: 1.864 3.602 -0.012
C: 2.483 2.364 0.029
C: 1.687 1.238 0.043
Br: 2.450 -0.481 0.098
N: 0.354 1.302 0.019
C: -0.231 2.509 -0.023
H: 0.451 5.846 -0.106
H: -0.891 5.130 0.787
H: -0.880 5.075 -0.972
H: 2.467 4.501 -0.024
H: 3.558 2.268 0.050
H: -1.312 2.517 -0.047
S: -3.795 0.875 0.164
C: -5.119 -0.088 0.045
N: -6.048 -0.789 -0.041
C: -2.044 -2.192 0.112
C: -0.992 -3.154 0.052
C: -0.534 -3.650 -1.202
C: 0.383 -4.665 -1.254
C: 0.893 -5.200 -0.058
C: 0.511 -4.679 1.190
C: -0.406 -3.663 1.245
C: 1.807 -6.300 -0.112
N: 2.531 -7.193 -0.156
H: -2.587 -2.125 1.055
H: -2.683 -2.117 -0.767
H: -0.936 -3.228 -2.114
H: 0.713 -5.066 -2.202
H: 0.937 -5.089 2.095
H: -0.710 -3.252 2.199

Properties
HOMO-LUMO gap (spin up / spin down) (eV): 4.4865 / 4.4821
Total energy (eV): -104780.430
Charge: +1
E_HOMO (spin up / spin down) (eV): -11.862 / -11.857
Lowest unoccupied orbital energy (spin up / spin down) (eV): -7.4 / -7.4